The following is a quantum chemistry calculation of C5H7BBrNO2 as an isolated structure at a distorted geometry, from the OMol25 dataset.

Last column: Löwdin charge in e.
CARTESIAN COORDINATES (ANGSTROEM)
B: 1.3728 -1.2080 0.1296  -0.841
C: 0.4406 1.3185 0.3100  -0.072
C: -0.6048 2.1907 0.2044  -0.084
C: -2.1532 0.6675 -0.4207  -0.090
C: -1.0967 -0.4056 -0.5519  -0.162
C: 0.1698 -0.0847 0.0583  -0.288
N: -1.8848 1.8833 -0.2161  0.064
O: 2.5938 -0.6742 0.3892  0.151
O: 0.9434 -2.4092 -0.3330  0.194
Br: -0.0987 -0.8060 2.3897  0.397
H: 1.3411 1.6029 0.7251  0.090
H: -0.5124 3.1971 0.3704  0.082
H: -3.1887 0.6464 -0.7021  0.113
H: -1.5233 -1.2667 -0.2629  0.080
H: -0.7436 -0.5165 -1.5850  0.167
H: 3.3670 -1.0965 -0.0554  0.137
H: 1.5777 -3.0391 -0.4495  0.062

Atomic forces in eV per Å
B -2.13 1.92 -0.35
C -2.97 -0.55 -0.69
C 1.09 -2.04 -1.04
C 0.45 0.25 -1.41
C -0.44 2.93 -0.95
C 1.93 -0.20 2.73
N 0.31 0.85 1.17
O 1.57 -0.82 -0.81
O -1.89 2.19 0.21
Br 0.10 0.12 -0.70
H 1.80 0.56 0.61
H 0.64 2.35 0.63
H -0.52 -1.58 -0.18
H -0.97 -3.48 0.89
H -0.67 0.04 -0.56
H -0.93 0.33 0.83
H 2.61 -2.87 -0.37

E_HOMO, Ha: -0.319
Lowest unoccupied orbital energy, eV: -0.79
M, g/mol: 203.8
Orbital gap, eV: 7.878



The following is a quantum chemistry calculation of a 6-piece molecular cluster, C22H45BN2O25PS6 overall at a distorted geometry, from the OMol25 dataset.

Last column: Löwdin charge in e.
CARTESIAN COORDINATES (ANGSTROEM)
O: -0.2223 -2.1638 2.3873  0.080
B: 1.0733 -1.6643 2.6162  -0.725
O: 2.1589 -2.4709 2.1938  0.084
C: 1.3453 -0.3156 3.3275  -0.227
P: 1.2083 1.1617 2.1001  0.549
O: 0.6243 0.1386 0.8151  -0.309
C: 0.1621 0.8618 -0.2693  -0.243
C: -0.1375 2.3095 0.2144  -0.397
C: -1.5699 2.4771 0.7791  -0.169
C: -1.6535 3.5920 1.8190  -0.206
C: -2.9290 3.5989 2.6969  -0.191
C: -4.2645 3.3572 1.9507  -0.196
C: -5.1935 2.3726 2.7277  -0.197
C: -5.2483 1.0305 1.9543  -0.277
C: -5.7417 -0.1280 2.8412  -0.463
S: -6.2759 -1.5810 1.8529  0.929
C: -4.9055 -1.7033 0.7609  -0.702
N: -3.7132 -1.6088 1.2490  0.049
N: -2.8418 -1.7003 0.1671  0.086
C: -3.5874 -1.8513 -0.8739  -0.179
O: -4.9164 -1.8569 -0.5868  0.058
O: 0.8995 2.5991 1.0983  -0.391
H: -0.5750 -2.4045 3.2511  0.095
H: 2.2069 -2.4741 1.2297  0.087
H: 0.5731 -0.1765 4.0966  0.057
H: 2.3022 -0.3257 3.8637  0.060
H: -0.0874 1.4044 2.7019  0.032
H: 1.7928 2.0208 3.1128  -0.010
H: 2.5536 0.9938 1.5822  0.023
H: 0.7786 0.7867 -1.1787  0.098
H: -0.8308 0.5177 -0.6223  0.105
H: -0.1290 2.9060 -0.7175  0.122
H: -1.9315 1.5276 1.1920  0.108
H: -2.2357 2.7419 -0.0541  0.105
H: -0.8090 3.4325 2.4975  0.090
H: -1.4765 4.5841 1.3848  0.113
H: -2.7732 2.9123 3.5330  0.103
H: -2.9922 4.6036 3.1322  0.098
H: -4.1356 3.0382 0.9178  0.091
H: -4.8179 4.3037 1.9337  0.095
H: -4.7807 2.1422 3.7123  0.102
H: -6.2169 2.7539 2.7733  0.101
H: -4.2543 0.8327 1.5558  0.088
H: -5.9250 1.1138 1.0949  0.109
H: -4.8749 -0.4733 3.4097  0.073
H: -6.5405 0.1874 3.5116  0.077
H: -3.1321 -1.9234 -1.8584  0.098
C: 2.6044 7.6563 2.6030  -0.191
C: 3.5826 7.0967 1.5910  -0.193
O: 3.8498 5.7718 2.0367  -0.194
S: 2.5204 5.1563 2.7454  0.637
O: 1.8155 4.3642 1.8127  -0.212
O: 2.8943 4.6889 4.0293  -0.219
O: 1.7400 6.5726 2.9221  -0.194
H: 3.1187 7.9684 3.5162  0.129
H: 2.0290 8.4912 2.2081  0.129
H: 4.5043 7.6724 1.5420  0.128
H: 3.1346 7.0401 0.5946  0.127
C: 2.6727 3.8560 -4.2247  -0.163
C: 1.9874 3.6420 -2.8902  -0.154
O: 0.7712 2.9630 -3.2282  -0.195
S: 1.0059 2.0285 -4.4932  0.586
O: 1.2561 0.7054 -4.0530  -0.214
O: 0.0100 2.3206 -5.4670  -0.238
O: 2.4015 2.6590 -4.9700  -0.191
H: 2.2403 4.7006 -4.7662  0.129
H: 3.7447 4.0023 -4.1226  0.133
H: 1.7728 4.5715 -2.3711  0.138
H: 2.5697 2.9906 -2.2353  0.144
C: 0.3579 -5.1460 1.5205  -0.149
C: 1.3076 -5.4906 0.4015  -0.155
O: 1.5295 -6.9087 0.5320  -0.200
S: 0.2001 -7.5980 1.0975  0.587
O: -0.5317 -8.1459 0.0098  -0.232
O: 0.5560 -8.3883 2.2239  -0.237
O: -0.5422 -6.2769 1.5881  -0.184
H: 0.8806 -5.0659 2.4739  0.134
H: -0.1892 -4.2257 1.3346  0.122
H: 2.2452 -4.9467 0.4682  0.121
H: 0.8528 -5.3078 -0.5740  0.139
C: 6.0026 -5.7187 0.5610  -0.160
C: 6.6609 -6.5305 -0.5341  -0.169
O: 5.9785 -6.1379 -1.7300  -0.190
S: 5.5396 -4.5972 -1.6138  0.600
O: 6.5037 -3.7972 -2.2777  -0.217
O: 4.1553 -4.5061 -1.8985  -0.214
O: 5.7563 -4.4404 -0.0349  -0.183
H: 5.0440 -6.1506 0.8566  0.132
H: 6.6352 -5.6104 1.4380  0.136
H: 6.5656 -7.6013 -0.3762  0.134
H: 7.7167 -6.2711 -0.6432  0.131
C: -2.7307 -0.8100 -6.5460  -0.150
C: -1.9419 -2.1006 -6.5349  -0.159
O: -2.2790 -2.7126 -5.2838  -0.176
S: -3.7855 -2.3479 -4.8980  0.623
O: -4.6364 -3.4171 -5.2761  -0.210
O: -3.7802 -1.8207 -3.5777  -0.236
O: -3.9887 -1.1496 -5.9360  -0.182
H: -2.2507 -0.0449 -5.9383  0.132
H: -2.8887 -0.4261 -7.5504  0.135
H: -0.8700 -1.9357 -6.6016  0.139
H: -2.2587 -2.7714 -7.3374  0.132

Atomic forces in eV per Å
O 0.47 -0.49 0.39
B 0.23 0.39 -0.20
O -0.14 0.19 -0.53
C 0.01 -1.09 0.58
P 0.62 0.89 1.57
O -0.12 -0.09 -0.07
C -2.00 0.25 -0.39
C 0.58 -0.75 -0.89
C -0.12 0.25 0.03
C 0.20 -0.26 0.68
C 0.34 0.55 -0.85
C -0.67 0.30 1.43
C 0.37 -0.83 -1.46
C -0.63 0.23 0.33
C 1.44 0.07 -0.78
S -0.83 0.08 -0.47
C 0.83 0.20 1.16
N 0.08 -0.26 -0.47
N -0.60 0.01 -0.01
C 1.51 0.19 0.66
O -0.24 0.03 -0.07
O -1.12 -1.83 -1.18
H -0.44 0.31 -0.14
H -0.02 -0.08 0.05
H -0.03 0.38 -0.20
H 0.12 0.14 -0.38
H -0.21 -0.26 -0.47
H -0.22 0.08 -0.02
H -0.10 -0.17 -0.19
H 0.51 0.31 0.39
H 0.18 -0.58 0.16
H 0.48 0.44 0.39
H 0.08 0.10 0.12
H 0.09 -0.26 -0.06
H -0.03 0.14 -0.08
H -0.14 -0.16 -0.24
H -0.21 -0.21 -0.20
H 0.05 -0.19 0.23
H 0.07 -0.12 0.07
H 0.24 0.04 -0.31
H -0.22 0.39 0.13
H 0.11 0.07 0.44
H -0.02 -0.26 0.13
H 0.09 0.17 0.03
H -0.27 0.04 0.29
H -0.21 -0.30 -0.18
H -0.99 -0.13 0.49
C 0.22 0.16 0.32
C -0.21 -0.01 -0.38
O -0.02 0.19 0.43
S 0.00 0.12 -0.12
O 0.90 1.87 0.78
O 0.13 0.02 0.05
O 0.13 -0.09 -0.28
H 0.04 0.05 -0.05
H -0.15 -0.11 0.01
H 0.10 -0.17 0.08
H -0.02 0.10 0.01
C -0.18 0.38 -0.05
C 0.51 -0.27 0.31
O -0.17 0.25 -0.45
S 0.22 0.13 0.33
O -0.16 -0.20 -0.34
O -0.06 -0.20 0.07
O -0.01 0.01 0.24
H 0.00 0.01 0.02
H 0.03 -0.24 -0.10
H -0.28 -0.07 -0.01
H -0.01 0.04 0.04
C 0.29 0.24 0.30
C -0.29 0.29 -0.44
O -0.02 -0.06 0.38
S 0.03 0.63 0.00
O -0.08 -0.26 0.12
O 0.01 -0.25 -0.11
O 0.16 -0.26 -0.39
H -0.01 0.05 -0.01
H -0.19 -0.10 0.09
H 0.12 -0.23 0.07
H 0.04 0.02 0.00
C -0.36 -0.32 0.17
C 0.45 0.12 0.08
O -0.29 0.04 0.19
S 0.08 -0.16 0.32
O -0.11 0.14 -0.08
O -0.01 0.04 -0.23
O 0.30 -0.06 -0.23
H 0.03 -0.03 0.01
H 0.01 0.24 -0.05
H -0.18 0.00 -0.20
H 0.00 -0.01 0.05
C 0.31 0.30 0.18
C -0.11 -0.18 -0.46
O -0.04 0.30 0.13
S 0.27 0.13 -0.23
O -0.17 0.07 0.18
O -0.32 -0.22 -0.80
O 0.08 -0.30 -0.18
H 0.07 0.06 0.03
H -0.26 -0.07 0.03
H 0.01 -0.07 0.28
H 0.02 0.04 -0.01

E_HOMO, Ha: -0.152
Charge: -1
Lowest unoccupied orbital energy, eV: 1.86
M, g/mol: 971.8
Orbital gap, eV: 5.991